1.
85
Properties=species:S:1:pos:R:3:forces:R:3:lowdin_charge:R:1 method="wB97M-V/def2-TZVPD" charge=+1 gap_ev=6.509 e_above_lowest_kj_mol=0.00 multiplicity=1 e_tot_ha=-4785.06904 e_homo_ev=-11.528 e_lumo_ev=-5.020
Re 0.10243 2.02354 0.43179 2.29 0.30 1.07 1.62
C 0.17358 -4.42659 3.79527 -0.10 0.04 0.18 -0.03
C 0.83754 -3.21986 3.27602 0.72 1.03 -0.53 -0.28
C 1.48680 -3.22060 2.03970 0.09 -0.80 -0.65 -0.04
C 2.10888 -2.12107 1.46691 -0.17 1.04 1.12 -0.04
C 2.06351 -0.90856 2.19491 0.19 -0.54 0.72 -0.26
C 1.42931 -0.87624 3.44407 -0.30 -0.20 -0.22 -0.06
C 0.81714 -2.01833 3.96653 0.47 0.93 0.27 -0.03
S 2.83179 0.57522 1.58710 -0.50 -0.70 0.57 0.66
O 3.86280 1.15435 2.40143 -0.39 -0.59 -0.13 -0.25
O 3.04781 0.29203 0.21340 0.50 0.13 -0.89 -0.31
N 1.52616 1.63757 1.72740 -0.89 -0.52 -1.63 -0.32
C 1.73171 2.87308 2.41957 -0.46 0.66 1.46 -0.17
C 1.48379 4.08565 1.50114 0.03 -0.20 1.38 -0.55
O 1.71042 5.15293 1.94840 0.08 1.00 -0.67 0.17
O 0.83454 3.81443 0.32904 0.08 -0.35 -0.33 -0.17
H 0.51526 -5.26987 3.21314 0.15 -0.56 0.41 0.08
H -0.87985 -4.33181 3.59225 -0.65 -0.05 0.05 0.08
H 0.29608 -4.49988 4.88476 0.09 -0.39 -0.43 0.10
H 1.45584 -4.14378 1.44536 0.14 0.32 0.30 0.13
H 2.54943 -2.16773 0.48118 0.09 0.00 0.18 0.09
H 1.33283 0.04710 4.01289 0.30 -0.08 -0.16 0.11
H 0.39474 -1.92225 4.96765 -0.12 -0.25 -0.27 0.12
H 2.74194 2.89888 2.88517 -0.78 0.17 -0.29 0.14
H 0.93930 2.99127 3.22509 0.95 -0.08 -0.64 0.14
C -2.97236 -0.17539 -1.00401 0.88 -2.34 -0.55 -0.15
Si -3.15469 1.43395 -0.33665 -0.20 2.86 0.90 0.41
C -3.36619 2.60493 -1.77229 2.29 0.40 -0.39 -0.15
C -4.57522 1.76507 0.79001 -0.60 -0.80 -0.29 -0.15
N -1.73358 1.89103 0.74432 -0.79 -0.33 -0.92 -0.23
C -1.77941 2.29339 2.11235 -0.09 -1.91 0.81 -0.36
C -1.60884 1.28083 3.08193 0.04 -0.27 0.56 -0.03
C -1.41367 1.53809 4.44728 -0.44 2.64 -2.61 -0.03
C -1.39588 2.90906 4.82818 0.04 -0.98 -0.73 -0.03
C -1.58794 3.93024 3.88402 -0.42 -1.29 1.22 0.03
C -1.85971 3.57152 2.57704 0.65 1.79 -0.17 -0.26
F -2.02571 4.55035 1.68531 -0.20 0.22 -0.26 0.10
H -3.67644 -0.29969 -1.82151 -0.26 -0.04 -0.10 0.06
H -3.17228 -0.94496 -0.25015 0.12 -0.09 -0.25 0.05
H -1.97532 -0.36219 -1.45882 -0.59 0.13 0.35 0.03
H -2.58954 2.41909 -2.58290 -0.93 0.10 0.94 0.03
H -3.32276 3.68514 -1.55361 -0.24 -0.46 0.07 0.05
H -4.31483 2.33142 -2.17601 -0.87 0.01 -0.48 0.03
H -5.47175 1.55376 0.19480 -0.06 0.01 0.13 0.05
H -4.63215 2.80044 1.04995 0.08 0.85 0.10 0.03
H -4.66731 1.20468 1.71227 0.15 -0.30 0.14 0.04
H -1.64495 0.26763 2.68676 0.20 -0.01 0.23 0.12
H -1.23118 0.75938 5.10866 0.15 -1.18 1.21 0.08
H -1.19651 3.11223 5.86351 0.00 0.43 0.22 0.11
H -1.59484 4.95450 4.20575 0.03 0.31 -0.19 0.13
C 0.62313 0.99716 -0.83155 -0.36 -0.39 -0.67 -0.25
Ge 1.06687 -0.49620 -2.18920 0.46 0.83 -0.15 1.02
C 2.97322 -0.36359 -2.63768 -0.01 0.22 -0.84 -0.29
C 3.53437 0.61487 -3.51893 -0.50 -0.48 0.78 -0.07
C 4.91615 0.61281 -3.78754 -1.73 -0.03 0.65 -0.07
C 5.73347 -0.30749 -3.16595 0.29 -0.45 0.97 -0.07
C 5.20734 -1.26510 -2.29306 -1.23 1.10 -0.73 -0.06
C 3.82291 -1.31392 -2.08771 1.21 -0.49 0.20 -0.14
C -0.23813 -0.08463 -3.60686 1.22 -1.35 1.11 -0.32
C -0.99312 -1.12647 -4.09447 -1.43 0.07 -0.47 -0.09
C -2.08958 -0.83077 -4.93416 1.38 -0.91 0.29 -0.06
C -2.35933 0.46730 -5.30355 -0.95 0.70 -0.16 -0.08
C -1.55605 1.49771 -4.83883 1.05 -0.09 0.43 -0.08
C -0.46149 1.19115 -4.01035 -0.50 1.91 -0.43 -0.13
C 0.43918 -2.08173 -1.25000 -0.19 -0.25 -0.87 -0.30
C -0.37209 -1.97024 -0.13414 -0.89 -1.39 0.15 -0.17
C -1.14299 -3.05028 0.34517 0.10 -0.27 -0.69 -0.06
C -1.11096 -4.27762 -0.35914 0.77 1.50 1.26 -0.06
C -0.25949 -4.37022 -1.43298 -0.08 -1.48 -1.43 -0.09
C 0.47952 -3.31308 -1.93534 0.81 0.27 0.49 -0.10
H 2.87363 1.41528 -3.90220 0.57 -0.57 0.03 0.10
H 5.31328 1.40916 -4.37122 0.36 0.32 -0.49 0.10
H 6.80028 -0.19475 -3.24428 0.27 -0.14 -0.23 0.11
H 5.76229 -1.91827 -1.66444 0.89 -0.43 -0.08 0.10
H 3.58101 -2.14996 -1.42149 -0.83 0.57 -0.20 0.10
H -0.80433 -2.13925 -3.75115 -0.16 0.05 -0.26 0.09
H -2.62711 -1.65939 -5.35381 -0.47 -0.13 -0.03 0.10
H -3.25944 0.69539 -5.90166 0.70 -0.17 0.22 0.12
H -1.71562 2.53563 -5.08764 -0.23 0.02 -0.20 0.11
H 0.20523 1.98426 -3.63648 -0.51 -0.16 -0.27 0.11
H -0.41942 -1.05261 0.40022 -0.05 0.69 0.40 0.06
H -1.75704 -2.91473 1.24098 0.23 -0.12 -0.30 0.11
H -1.52575 -5.20681 -0.01133 -0.67 0.12 0.22 0.11
H -0.26643 -5.35931 -1.93338 0.41 0.77 0.16 0.12
H 1.19577 -3.46828 -2.76221 -0.67 0.10 0.32 0.12

***

2.
90
Properties=species:S:1:pos:R:3:forces:R:3:lowdin_charge:R:1 method="wB97M-V/def2-TZVPD" charge=+1 gap_ev=7.640 e_above_lowest_kj_mol=37.82 multiplicity=1 e_tot_ha=-2754.96448 e_homo_ev=-11.219 e_lumo_ev=-3.579
Ir 1.22307 -0.14136 -1.16603 -0.14 -0.51 0.09 1.36
O 3.64796 2.73435 -0.14154 -0.02 -0.20 0.25 0.13
C 2.62335 2.29117 -0.58447 -0.13 0.93 -0.53 -0.55
O 1.99425 1.24712 -0.05739 0.52 -0.52 0.51 -0.19
C 1.88396 3.02484 -1.67943 -0.03 -0.13 0.30 -0.06
C 1.86640 4.40216 -1.65268 0.01 0.10 -0.05 0.09
C 1.11177 5.08196 -2.59771 0.05 -0.07 0.11 -0.13
C 0.36611 4.41870 -3.54436 -0.09 0.01 -0.09 0.07
C 0.38510 3.03594 -3.56534 0.08 -0.03 0.07 -0.05
C 1.18418 2.30685 -2.66202 0.00 0.07 -0.21 -0.27
O 1.35111 1.00894 -2.76668 -0.36 -0.27 0.13 -0.22
N -0.50498 2.36700 -4.52469 -0.01 0.17 -0.11 -0.32
O -0.54662 1.15635 -4.55345 -0.06 -0.09 0.07 0.10
O -1.18408 3.08853 -5.23311 0.04 -0.03 -0.02 0.07
N 1.06523 6.55064 -2.56061 -0.01 0.04 -0.04 -0.35
O 1.65543 7.10381 -1.65756 0.01 -0.01 -0.01 0.10
O 0.42857 7.11078 -3.42991 -0.01 0.00 0.02 0.09
H 2.43405 4.94548 -0.91019 0.00 -0.03 0.01 0.14
H -0.23275 4.96668 -4.25545 0.00 -0.01 0.00 0.13
N 1.50107 -1.61354 0.33054 -0.17 0.57 -0.61 0.10
C 1.94113 -2.53409 0.86953 -0.01 -0.04 0.13 -0.17
N 2.44561 -3.57198 1.47474 -0.01 0.09 0.06 -0.07
C 2.47763 -4.88995 0.82048 -0.02 -0.02 0.00 -0.10
C 3.75619 -5.59237 1.23899 0.03 0.00 0.03 -0.18
O 3.84866 -5.65454 2.64806 -0.01 0.02 -0.02 -0.11
C 3.93830 -4.36064 3.21377 0.02 -0.01 0.00 -0.18
C 2.67774 -3.56412 2.93066 0.01 0.00 0.00 -0.09
H 2.43810 -4.75045 -0.25871 -0.01 0.01 0.00 0.12
H 1.60934 -5.47233 1.14174 -0.01 0.01 -0.01 0.14
H 4.62339 -5.06321 0.82529 0.01 0.00 0.00 0.14
H 3.75958 -6.61684 0.87189 -0.01 0.00 0.00 0.14
H 4.81143 -3.83191 2.81302 0.00 -0.01 0.00 0.13
H 4.06553 -4.48973 4.28656 0.00 0.01 0.00 0.14
H 2.78182 -2.53376 3.26587 0.00 0.00 0.00 0.14
H 1.82230 -4.02361 3.43267 -0.01 0.00 -0.01 0.14
C -9.10835 0.13252 2.12774 0.05 -0.01 -0.01 -0.03
C -7.64836 0.19151 1.77357 -0.09 0.06 0.02 -0.24
C -6.97448 1.40274 1.70035 -0.02 -0.03 -0.01 0.00
C -5.63227 1.46938 1.35761 0.11 0.04 -0.13 -0.30
C -4.97049 2.82715 1.30540 -0.06 -0.04 0.02 -0.07
C -4.94749 0.27554 1.07021 0.01 0.03 0.05 -0.32
Te -2.92594 0.65649 0.51127 -0.29 0.00 0.03 2.02
N -0.68771 0.01280 -0.69920 0.35 -0.05 0.16 -0.08
C -1.33642 -1.06732 -0.80670 0.27 -0.04 -0.30 -0.57
O -2.58395 -1.12760 -0.28871 -0.26 0.04 -0.03 -0.35
C -0.79378 -2.25546 -1.49178 -0.05 0.16 0.03 -0.18
C 0.18390 -1.99742 -2.46069 0.12 0.00 0.20 -0.13
C 0.86727 -3.04820 -3.06065 -0.01 -0.07 -0.04 -0.04
C 0.56168 -4.35328 -2.70251 0.00 0.06 -0.04 -0.06
C -0.42111 -4.60383 -1.74882 -0.03 0.04 0.02 -0.05
C -1.10257 -3.55892 -1.13931 -0.04 -0.11 0.00 -0.01
C -3.33787 1.72709 -1.23474 0.30 -0.01 -0.05 -0.33
C -4.27319 1.30235 -2.18008 -0.10 0.05 0.05 -0.25
C -5.07420 0.02920 -2.09703 0.06 -0.01 -0.01 -0.03
C -4.50008 2.14667 -3.26415 0.01 0.04 -0.03 0.01
C -3.84552 3.36098 -3.41802 -0.07 -0.05 -0.04 -0.23
C -4.14092 4.26619 -4.57671 -0.01 -0.02 0.00 -0.02
C -2.89859 3.72885 -2.46457 0.01 0.05 -0.01 0.00
C -2.61824 2.92906 -1.37388 -0.01 -0.05 0.18 -0.30
C -1.60851 3.38746 -0.35133 -0.01 -0.05 -0.10 -0.06
C -5.57776 -0.96582 1.21362 0.13 -0.02 0.00 -0.28
C -4.90634 -2.30808 1.06557 -0.05 0.03 0.00 -0.05
C -6.92812 -0.97040 1.54189 0.01 -0.05 0.05 0.00
H -9.52139 1.12874 2.27225 -0.01 0.00 0.00 0.08
H -9.25988 -0.43664 3.04570 0.00 0.00 0.00 0.09
H -9.67596 -0.36256 1.33904 0.00 0.00 0.00 0.09
H -7.50345 2.32327 1.91753 0.00 0.00 0.00 0.12
H -5.61462 3.57695 1.76025 0.00 -0.01 0.03 0.09
H -4.76982 3.14574 0.28147 -0.02 0.02 0.03 0.08
H -4.03141 2.85141 1.87095 0.03 0.01 -0.02 0.07
H 0.30037 -0.97986 -2.87386 -0.10 -0.02 -0.11 0.09
H 1.59977 -2.84164 -3.82936 0.04 -0.01 0.03 0.12
H 1.06951 -5.17975 -3.18169 0.01 0.01 0.01 0.12
H -0.65611 -5.62555 -1.47932 -0.01 0.00 0.00 0.12
H -1.85396 -3.75106 -0.38436 0.00 -0.01 -0.01 0.12
H -4.58344 -0.74566 -1.51262 -0.02 0.01 -0.04 0.05
H -5.23452 -0.36167 -3.10096 -0.01 0.00 0.00 0.09
H -6.05361 0.22211 -1.65437 0.01 -0.01 0.03 0.10
H -5.22388 1.84051 -4.01092 0.02 -0.01 -0.01 0.13
H -4.90434 3.84266 -5.22634 0.00 0.00 0.00 0.08
H -3.24022 4.43402 -5.16738 0.00 -0.01 0.01 0.07
H -4.49090 5.23613 -4.22034 0.00 0.01 0.00 0.09
H -2.37190 4.67059 -2.57509 0.01 -0.01 0.00 0.13
H -1.00893 4.20385 -0.75114 0.00 0.00 -0.01 0.08
H -0.92063 2.58384 -0.07631 0.05 0.01 0.01 0.04
H -2.09453 3.76255 0.55375 0.00 -0.02 0.01 0.08
H -3.82652 -2.25636 1.14228 0.00 -0.02 0.04 0.05
H -5.15608 -2.76262 0.10417 0.06 0.01 -0.02 0.10
H -5.26952 -2.97568 1.84619 -0.02 -0.01 -0.02 0.09
H -7.42575 -1.92935 1.64250 0.00 0.01 0.00 0.13